Computed, not measured: a structure of composition C39H37NPRuSbSe2Te2, with the ωB97M-V functional and the def2-TZVPD basis.

Computed properties:
Lowest unoccupied orbital energy (alpha / beta) = -0.26275 / -0.29345 Ha
Kohn-Sham gap (alpha / beta) = 5.040 / 4.972 eV
2S+1 = 5
Expectation value of S² = 6.05
Net charge = +2

The geometry in XYZ format:
```
84
Properties=species:S:1:pos:R:3:lowdin_spin:R:1
Te 4.67 -0.34 3.98 0.44
Te 2.05 -0.41 4.38 0.35
Sb -1.23 -1.65 0.97 0.06
Ru 0.70 0.23 -0.05 2.47
Se 2.00 -0.88 1.79 0.10
Se 4.24 -0.14 1.51 0.16
P 2.81 0.99 -1.30 0.07
N 0.54 -0.75 -2.14 0.05
C 4.48 1.68 -1.41 0.03
C 6.04 3.51 -1.41 0.00
C 5.54 0.78 -1.61 0.01
C 0.54 -0.04 -4.49 0.00
C -4.45 -2.09 1.86 0.00
C -1.20 -0.16 5.26 0.00
C -3.50 0.19 -2.29 0.01
C 0.13 4.42 0.29 0.03
C 0.79 2.99 -1.53 0.03
C 1.86 2.78 0.63 0.03
C 1.05 3.80 1.12 0.01
C -1.12 -1.38 5.92 0.00
C -3.09 -2.20 -1.73 0.00
C -2.76 2.02 -0.94 0.00
C -2.21 1.11 -0.03 0.01
C 7.08 2.62 -1.62 0.00
C 2.26 0.76 -3.00 0.00
C 0.01 4.02 -1.03 0.01
C 1.13 0.67 -5.54 0.00
C -2.41 -3.40 1.09 0.03
C -1.06 -2.48 3.80 0.01
C -1.35 1.28 3.24 0.00
C 2.86 1.43 -4.06 0.00
C 2.29 1.39 -5.33 0.00
C -3.75 -3.37 1.51 0.00
C -1.03 -2.55 5.18 0.00
C -2.34 -0.27 -0.23 0.01
C -1.79 -4.60 0.75 0.00
C -2.49 -5.80 0.84 0.00
C 1.75 2.37 -0.71 0.00
C -3.81 -5.78 1.26 0.00
C -1.20 -1.26 3.12 0.01
C -1.24 -0.08 3.87 0.00
C 4.74 3.04 -1.31 0.01
C 1.12 -0.01 -3.24 0.01
C -3.41 1.56 -2.06 0.00
C -2.97 -0.74 -1.40 0.00
C 6.83 1.26 -1.73 0.00
C -4.42 -4.59 1.59 0.00
H -1.31 2.06 4.00 0.00
H -1.11 -1.41 7.00 0.00
H -2.68 3.08 -0.74 0.00
H -0.76 -4.61 0.42 0.00
H 2.76 1.92 -6.15 0.00
H -4.47 -1.40 1.02 0.00
H -0.35 -0.63 -4.67 0.00
H 3.75 2.01 -3.89 0.00
H -5.48 -2.28 2.16 0.00
H -0.42 -1.00 -2.36 0.00
H -0.48 5.23 0.67 0.00
H -0.54 1.46 2.54 0.00
H -5.46 -4.59 1.92 0.00
H 1.16 4.12 2.15 0.00
H 2.61 2.33 1.27 0.00
H 6.24 4.57 -1.33 0.00
H 7.65 0.56 -1.90 0.00
H 1.05 -1.61 -2.00 0.00
H 0.69 2.69 -2.57 0.00
H -3.40 -2.33 -2.77 0.00
H -2.30 1.39 2.71 0.00
H -1.72 1.50 0.84 0.00
H -1.02 -3.42 3.25 0.00
H -0.94 -3.51 5.67 0.00
H 0.68 0.64 -6.52 0.00
H -3.96 -1.58 2.69 0.00
H -4.00 -0.17 -3.18 0.00
H 5.34 -0.28 -1.70 0.00
H -3.86 2.25 -2.76 0.00
H -2.00 -6.73 0.58 0.00
H -3.84 -2.70 -1.11 0.00
H 8.10 2.99 -1.70 0.00
H -0.70 4.51 -1.69 0.00
H -1.27 0.75 5.84 0.00
H -2.16 -2.76 -1.60 0.00
H -4.36 -6.71 1.33 0.00
H 3.92 3.74 -1.16 0.00
```


Computed, not measured: a structure of composition C39H38AsBaCl4N11O4P2, with the ωB97M-V functional and the def2-TZVPD basis.

Computed properties:
Lowest unoccupied orbital energy = 0.13666 Ha
Kohn-Sham gap = 6.375 eV
Net charge = -2

The geometry in XYZ format:
```
100
Properties=species:S:1:pos:R:3:lowdin_charge:R:1
Ba -1.30 1.17 -1.03 1.81
As -3.82 -1.26 -0.99 1.01
Cl -5.81 3.53 0.70 0.67
Cl -5.48 5.62 3.03 0.63
Cl -0.49 3.73 3.93 0.73
Cl -2.79 5.75 4.64 0.61
P 2.39 1.16 -0.40 0.73
P 0.90 -0.96 1.20 0.59
O -1.20 1.78 1.79 -0.08
O -0.29 -0.71 0.29 -0.61
O -3.41 1.88 0.29 -0.32
O 1.16 2.00 -0.57 -0.50
N -1.85 -1.29 -3.74 -0.13
N -0.89 4.05 -5.10 -0.02
N -1.18 4.30 -2.97 -0.13
N 0.22 0.11 2.58 0.05
N -1.57 0.03 -3.60 -0.11
N -1.65 0.79 3.85 -0.18
N -1.77 -1.63 -4.98 -0.13
N -0.99 4.93 -4.08 -0.15
N -1.41 -0.56 -5.73 -0.01
N -1.19 2.97 -3.19 -0.14
N -0.88 1.69 -5.23 0.11
C 1.72 -2.27 0.02 -0.25
C 4.74 4.45 -0.49 -0.08
C -2.17 2.71 2.10 -0.27
C -3.00 0.34 3.51 -0.04
C 2.01 -0.46 -4.09 -0.05
C 1.63 -3.27 4.55 -0.11
C -5.07 -1.33 0.52 -0.34
C 1.69 -2.24 3.62 -0.10
C -0.78 0.82 2.74 -0.48
C -1.30 0.43 -4.85 -0.54
C -1.01 2.87 -4.51 -0.53
C 2.70 0.18 -1.88 -0.26
C 3.45 -3.92 -0.44 -0.11
C 1.64 -3.65 -1.99 -0.09
C -3.32 2.69 1.26 -0.47
C 2.90 -2.93 0.36 -0.12
C 2.41 0.12 1.09 -0.28
C -4.35 3.60 1.62 -0.61
C 0.88 -2.26 2.50 -0.28
C 0.72 -4.30 4.39 -0.12
C -3.92 -3.13 -1.55 -0.34
C 5.07 1.81 0.29 -0.09
C -0.02 -3.31 2.32 -0.07
C 3.68 3.57 -0.59 -0.05
C 3.84 2.24 -0.20 -0.25
C 4.00 -1.41 -3.13 -0.09
C -0.11 -4.31 3.28 -0.09
C 5.97 4.02 0.00 -0.10
C 2.82 -4.28 -1.62 -0.12
C 3.80 -0.67 -1.98 -0.09
C -1.10 0.07 4.98 -0.09
C -4.19 4.52 2.65 -0.71
C 6.13 2.69 0.39 -0.10
C 3.10 -1.31 -4.19 -0.08
C -3.01 4.57 3.39 -0.72
C -5.06 -0.52 -2.31 -0.32
C -1.99 3.66 3.09 -0.59
C 1.10 -2.65 -1.17 -0.08
C 1.82 0.29 -2.94 -0.06
H 0.65 -5.09 5.13 0.09
H 4.84 -2.09 -3.19 0.10
H 3.40 -2.70 1.30 0.10
H 2.71 3.89 -0.96 0.11
H -0.86 1.82 -6.23 0.12
H 3.32 -0.48 1.07 0.05
H -3.24 0.56 2.47 0.08
H -3.09 -0.74 3.65 0.09
H 6.80 4.71 0.08 0.09
H -0.83 -5.11 3.14 0.09
H 3.25 -5.05 -2.26 0.09
H -0.64 -3.33 1.44 0.11
H -1.07 -1.01 4.81 0.08
H -6.00 -1.07 -2.31 0.02
H 0.96 0.96 -2.91 0.06
H -3.43 -3.76 -0.80 0.01
H -5.24 0.52 -2.07 0.02
H 2.28 -3.25 5.42 0.09
H -5.99 -1.85 0.25 0.01
H -0.08 0.41 5.16 0.08
H -1.71 0.28 5.86 0.08
H 2.36 -1.40 3.79 0.10
H -5.29 -0.31 0.82 0.01
H 5.20 0.78 0.61 0.09
H 7.08 2.35 0.78 0.10
H -4.59 -0.59 -3.29 0.01
H 3.25 -1.91 -5.08 0.10
H -3.38 -3.22 -2.49 0.00
H 4.61 5.48 -0.80 0.10
H 0.18 -2.17 -1.47 0.09
H -4.95 -3.45 -1.67 0.01
H 1.14 -3.91 -2.91 0.11
H -4.60 -1.85 1.36 0.01
H 4.49 -0.78 -1.15 0.10
H 4.37 -4.42 -0.14 0.09
H 2.44 0.82 1.92 0.07
H 1.29 -0.39 -4.90 0.10
H -3.74 0.84 4.14 0.09
```


Computed, not measured: a structure of composition C39H38AsN3O6PPtS, with the ωB97M-V functional and the def2-TZVPD basis.

Computed properties:
Lowest unoccupied orbital energy = -0.17317 Ha
Kohn-Sham gap = 6.119 eV
Net charge = +1

The geometry in XYZ format:
```
90
Properties=species:S:1:pos:R:3:lowdin_charge:R:1
Pt 0.34 -0.01 -0.14 1.22
As 1.43 1.87 -1.15 1.21
S -2.10 -1.48 -0.89 0.50
P 0.40 -2.50 0.70 1.08
O 4.09 -1.08 -1.87 0.08
O -1.78 -1.25 0.53 -0.44
O -3.48 -1.24 -1.21 -0.24
O 1.94 -0.82 -1.78 -0.18
O -1.09 -0.71 -1.72 -0.43
O 3.17 -0.51 0.00 -0.09
N -1.14 1.44 0.23 -0.10
N 3.11 -0.82 -1.20 -0.59
N 0.95 0.78 1.59 -0.15
C -5.39 1.65 1.44 -0.05
C -1.18 1.72 1.49 -0.06
C 3.33 2.07 -1.02 -0.19
C -4.04 3.45 -0.17 -0.03
C -1.10 -5.84 -1.16 -0.04
C 2.31 5.32 -4.33 -0.06
C 4.56 -4.36 0.16 -0.06
C 3.71 -4.21 -0.92 -0.06
C -1.71 -3.17 -1.08 -0.27
C -4.21 1.27 0.82 -0.04
C 2.45 -3.65 -0.74 -0.12
C -1.71 -3.64 3.99 -0.06
C -1.28 -3.50 2.68 -0.06
C -2.47 -4.00 -1.88 -0.03
C 2.03 -3.27 0.54 -0.36
C 2.89 -3.43 1.62 -0.07
C -0.03 5.57 -3.82 -0.06
C 0.08 -2.23 4.75 -0.06
C -5.90 2.93 1.25 -0.07
C -0.08 4.24 -3.42 -0.06
C -3.52 2.18 0.01 -0.23
C 1.66 1.22 3.66 -0.05
C 0.52 -2.09 3.45 -0.11
C 4.15 -3.98 1.43 -0.06
C 1.17 6.11 -4.27 -0.07
C 1.06 3.44 -3.48 -0.32
C -5.22 3.83 0.45 -0.07
C -0.06 1.43 2.25 -0.33
C -0.62 -3.63 -0.33 -0.31
C -0.33 -4.99 -0.38 -0.06
C 0.87 3.52 -0.32 -0.21
C -2.25 1.77 -0.69 -0.13
C -1.04 -3.01 5.03 -0.06
C -2.15 -5.35 -1.92 -0.04
C 0.36 1.72 3.54 0.01
C 1.00 2.00 -3.04 -0.24
C 2.25 3.99 -3.93 -0.05
C 1.98 0.63 2.43 -0.15
C -0.15 -2.73 2.41 -0.33
H 3.14 3.37 -4.00 0.12
H 1.80 -3.51 -1.59 0.11
H 5.56 -4.77 0.01 0.11
H -2.59 -4.24 4.20 0.11
H 1.73 1.38 -3.54 0.09
H 0.01 1.56 -3.18 0.08
H -1.38 -3.12 6.05 0.11
H -0.92 6.18 -3.78 0.11
H 3.24 5.73 -4.69 0.11
H 2.31 1.28 4.51 0.11
H -2.45 0.92 -1.33 0.08
H -5.61 4.83 0.30 0.11
H -3.82 0.26 0.94 0.10
H 4.03 -4.50 -1.92 0.12
H -0.20 3.64 -0.36 0.03
H 0.59 -1.72 5.55 0.11
H 3.64 1.94 0.01 0.05
H -3.30 -3.59 -2.44 0.12
H 4.82 -4.11 2.27 0.11
H -1.91 2.57 -1.35 0.10
H 1.21 7.15 -4.58 0.11
H 3.53 3.08 -1.37 0.05
H -3.51 4.16 -0.81 0.11
H 3.84 1.34 -1.65 0.04
H 1.20 3.49 0.72 0.05
H -1.83 -3.97 1.88 0.11
H -2.04 2.21 1.94 0.16
H -5.92 0.94 2.05 0.11
H -2.74 -6.02 -2.53 0.12
H 0.49 -5.39 0.20 0.12
H 2.58 -3.16 2.62 0.09
H -0.87 -6.90 -1.18 0.12
H 1.37 -1.46 3.24 0.07
H -0.21 2.26 4.29 0.12
H -6.82 3.22 1.74 0.11
H 2.90 0.15 2.12 0.11
H 1.36 4.34 -0.84 0.05
H -1.02 3.82 -3.07 0.10
```


Calculated energy in order - -206205.8520; -195846.8509; -142014.0655 eV